(1)
The following is a DFT calculation (ωB97M-V/def2-TZVPD) of 7 unconnected molecules or ions with the total composition C41H41N9O in a non-equilibrium geometry.

The geometry in XYZ format:
```
92
Properties=species:S:1:pos:R:3
N 1.99 0.50 -0.09
C 1.88 1.08 1.21
O 1.75 0.32 2.17
C 1.95 2.61 1.53
C 0.96 3.51 0.69
C -0.41 2.85 0.35
C -1.02 3.10 -0.99
N -2.21 2.64 -1.45
C -2.78 1.83 -0.47
C -4.11 1.19 -0.80
C -4.83 0.35 0.14
C -4.25 0.08 1.49
C -2.97 0.66 1.82
C -2.22 1.55 0.87
N -1.01 2.09 1.30
H 1.26 0.90 -0.69
H 1.70 -0.48 0.04
H 3.00 2.95 1.25
H 1.76 2.79 2.61
H 0.74 4.43 1.32
H 1.42 3.93 -0.26
H -0.44 3.76 -1.69
H -4.58 1.34 -1.80
H -5.82 -0.11 -0.11
H -4.74 -0.56 2.27
H -2.52 0.44 2.81
C -4.18 2.81 -5.42
C -2.94 3.10 -4.88
C -2.06 3.87 -5.63
N -2.35 4.35 -6.84
C -3.56 4.06 -7.34
C -4.50 3.30 -6.68
H -4.90 2.21 -4.86
H -2.65 2.73 -3.90
H -1.08 4.12 -5.25
H -3.76 4.46 -8.33
H -5.46 3.10 -7.13
C -2.86 8.49 -2.79
C -1.78 8.59 -1.93
C -1.24 7.43 -1.41
N -1.72 6.20 -1.68
C -2.77 6.13 -2.51
C -3.37 7.24 -3.09
H -3.31 9.38 -3.22
H -1.36 9.56 -1.67
H -0.39 7.46 -0.74
H -3.13 5.13 -2.71
H -4.22 7.12 -3.75
C 2.22 -2.18 4.38
C 3.14 -3.02 3.78
C 3.60 -4.11 4.50
N 3.22 -4.40 5.75
C 2.33 -3.56 6.31
C 1.80 -2.45 5.68
H 1.83 -1.31 3.85
H 3.49 -2.83 2.77
H 4.32 -4.80 4.07
H 2.03 -3.82 7.33
H 1.08 -1.82 6.18
C 3.80 0.26 -4.43
C 4.52 -0.49 -5.34
C 5.19 -1.62 -4.88
N 5.18 -2.02 -3.61
C 4.47 -1.28 -2.74
C 3.77 -0.13 -3.10
H 3.27 1.15 -4.75
H 4.57 -0.21 -6.38
H 5.76 -2.24 -5.56
H 4.48 -1.62 -1.72
H 3.22 0.43 -2.36
C 0.80 -5.01 -1.44
C 0.08 -4.05 -2.14
C 0.13 -2.74 -1.69
N 0.83 -2.35 -0.62
C 1.51 -3.29 0.04
C 1.53 -4.63 -0.32
H 0.78 -6.05 -1.76
H -0.50 -4.31 -3.01
H -0.41 -1.95 -2.21
H 2.06 -2.95 0.91
H 2.09 -5.35 0.25
C 0.53 -8.16 8.04
C -0.77 -7.69 7.95
C -1.03 -6.64 7.08
N -0.09 -6.04 6.34
C 1.16 -6.51 6.44
C 1.51 -7.57 7.27
H 0.76 -8.99 8.70
H -1.57 -8.13 8.53
H -2.03 -6.23 6.97
H 1.90 -6.01 5.83
H 2.54 -7.91 7.32
```

Computed properties:
**HOMO energy**: -8.94 eV
**LUMO level**: -0.58 eV
**Frontier orbital gap**: 8.359 eV
**DFT total energy**: -2154.9180 Ha
**Largest force on an atom**: 0.07917 hartree/bohr
**SMILES**: NC(=O)CCc1cnc2ccccc2n1.c1ccncc1.c1ccncc1.c1ccncc1.c1ccncc1.c1ccncc1.c1ccncc1
**Total charge**: 0

Atom-resolved charges from Mulliken, all expressed in e: number 1, N, carries -0.17; number 2, C, carries 0.07; number 3, O, carries -0.55; number 4, C, carries -0.37; number 5, C, carries -0.80; number 6, C, carries 0.45; number 7, C, carries -0.14; number 8, N, carries -0.14; number 9, C, carries 0.20; number 10, C, carries -0.34; number 11, C, carries -0.53; number 12, C, carries -0.50; number 13, C, carries -0.44; number 14, C, carries 0.35; number 15, N, carries -0.46; number 16, H, carries 0.29; number 17, H, carries 0.21; number 18, H, carries 0.33; number 19, H, carries 0.32; number 20, H, carries 0.35; number 21, H, carries 0.29; number 22, H, carries 0.21; number 23, H, carries 0.33; number 24, H, carries 0.34; number 25, H, carries 0.35; number 26, H, carries 0.39; number 27, C, carries -0.26; number 28, C, carries -0.02; number 29, C, carries -0.27; number 30, N, carries -0.58; number 31, C, carries -0.28; number 32, C, carries -0.42; number 33, H, carries 0.40; number 34, H, carries 0.32; number 35, H, carries 0.41; number 36, H, carries 0.36; number 37, H, carries 0.38; number 38, C, carries -0.15; number 39, C, carries -0.61; number 40, C, carries -0.17; number 41, N, carries -0.18; number 42, C, carries -0.01; number 43, C, carries -0.81; number 44, H, carries 0.37; number 45, H, carries 0.36; number 46, H, carries 0.36; number 47, H, carries 0.45; number 48, H, carries 0.38; number 49, C, carries 0.06; number 50, C, carries -0.30; number 51, C, carries -0.53; number 52, N, carries -0.62; number 53, C, carries -0.23; number 54, C, carries -0.62; number 55, H, carries 0.64; number 56, H, carries 0.44; number 57, H, carries 0.37; number 58, H, carries 0.40; number 59, H, carries 0.39; number 60, C, carries -0.41; number 61, C, carries -0.30; number 62, C, carries -0.27; number 63, N, carries -0.55; number 64, C, carries -0.32; number 65, C, carries -0.10; number 66, H, carries 0.39; number 67, H, carries 0.36; number 68, H, carries 0.35; number 69, H, carries 0.46; number 70, H, carries 0.42; number 71, C, carries -0.23; number 72, C, carries -0.55; number 73, C, carries -0.37; number 74, N, carries -0.27; number 75, C, carries 0.06; number 76, C, carries -0.60; number 77, H, carries 0.38; number 78, H, carries 0.38; number 79, H, carries 0.44; number 80, H, carries 0.22; number 81, H, carries 0.40; number 82, C, carries -0.25; number 83, C, carries -0.37; number 84, C, carries -0.23; number 85, N, carries -0.48; number 86, C, carries -0.10; number 87, C, carries -0.57; number 88, H, carries 0.36; number 89, H, carries 0.35; number 90, H, carries 0.37; number 91, H, carries 0.57; number 92, H, carries 0.38



(2)
The following is a DFT calculation (ωB97M-V/def2-TZVPD) of a molecular structure, C41H42BrO3P3SnTe in a non-equilibrium geometry.

The geometry in XYZ format:
```
92
Properties=species:S:1:pos:R:3
Sn 1.42 0.35 -0.75
Br 4.11 0.43 -1.81
C 4.39 -1.48 -1.79
C 5.52 -1.96 -2.38
C 5.76 -3.35 -2.36
C 4.86 -4.19 -1.77
C 3.71 -3.68 -1.12
C 2.85 -4.55 -0.40
C 1.88 -4.03 0.40
C 1.64 -2.64 0.40
C 2.33 -1.75 -0.39
C 3.44 -2.28 -1.11
H 6.23 -1.29 -2.85
H 6.66 -3.73 -2.81
H 5.02 -5.26 -1.76
H 3.02 -5.62 -0.46
H 1.28 -4.68 1.02
H 0.86 -2.27 1.06
C -2.14 0.02 2.16
C -1.68 1.41 1.62
P -1.58 1.62 -0.20
C -0.95 3.35 -0.31
C -0.11 3.66 -1.38
C 0.40 4.94 -1.54
C 0.06 5.93 -0.64
C -0.79 5.64 0.42
C -1.30 4.36 0.58
C -3.30 1.98 -0.75
C -3.49 2.22 -2.11
C -4.77 2.37 -2.62
C -5.87 2.27 -1.78
C -5.68 2.04 -0.42
C -4.40 1.90 0.09
C -1.66 -1.22 1.37
P -2.78 -1.45 -0.12
C -3.87 -2.83 0.47
C -5.19 -2.74 0.06
C -6.12 -3.71 0.41
C -5.73 -4.78 1.20
C -4.42 -4.86 1.64
C -3.49 -3.89 1.29
C -1.73 -2.37 -1.33
C -1.40 -1.67 -2.49
C -0.56 -2.22 -3.45
C -0.06 -3.51 -3.26
C -0.45 -4.24 -2.15
C -1.27 -3.67 -1.19
H -3.23 -0.03 2.21
H -1.75 -0.05 3.18
H -0.64 1.57 1.91
H -2.28 2.19 2.08
H 0.15 2.88 -2.09
H 1.05 5.16 -2.38
H 0.47 6.93 -0.75
H -1.06 6.42 1.12
H -1.96 4.16 1.41
H -2.64 2.29 -2.77
H -4.92 2.55 -3.68
H -6.87 2.35 -2.17
H -6.54 1.97 0.24
H -4.28 1.72 1.15
H -1.70 -2.11 2.00
H -0.63 -1.06 1.05
H -5.50 -1.90 -0.55
H -7.15 -3.63 0.08
H -6.44 -5.55 1.47
H -4.11 -5.69 2.27
H -2.48 -3.99 1.67
H -1.83 -0.69 -2.65
H -0.32 -1.67 -4.35
H 0.61 -3.94 -4.00
H -0.09 -5.25 -2.03
H -1.56 -4.27 -0.34
C 4.38 4.66 0.16
C 3.21 3.71 0.29
O 3.57 2.61 1.12
P 2.46 1.99 2.14
O 1.62 1.03 1.29
Te 1.34 3.61 3.38
O 3.40 0.96 2.93
C 4.20 1.38 4.04
C 5.66 1.45 3.64
H 4.09 5.53 -0.44
H 5.23 4.17 -0.31
H 4.68 5.01 1.15
H 2.92 3.32 -0.70
H 2.35 4.23 0.71
H 4.05 0.66 4.84
H 3.85 2.36 4.38
H 6.00 0.46 3.31
H 6.27 1.77 4.48
H 5.78 2.15 2.81
```

Computed properties:
**HOMO energy**: -7.28 eV
**LUMO level**: -0.03 eV
**Frontier orbital gap**: 7.244 eV
**DFT total energy**: -5893.7542 Ha
**Largest force on an atom**: 0.02644 hartree/bohr
**Total charge**: 0

Atom-resolved charges from Mulliken, all expressed in e: number 1, Sn, carries 0.93; number 2, Br, carries -0.15; number 3, C, carries 0.69; number 4, C, carries -0.67; number 5, C, carries -0.53; number 6, C, carries -0.93; number 7, C, carries 1.15; number 8, C, carries -0.91; number 9, C, carries -1.05; number 10, C, carries 0.09; number 11, C, carries -0.61; number 12, C, carries 0.25; number 13, H, carries 0.44; number 14, H, carries 0.40; number 15, H, carries 0.38; number 16, H, carries 0.39; number 17, H, carries 0.39; number 18, H, carries 0.42; number 19, C, carries -1.72; number 20, C, carries -0.12; number 21, P, carries -0.16; number 22, C, carries 0.74; number 23, C, carries -0.30; number 24, C, carries -0.87; number 25, C, carries -0.48; number 26, C, carries -0.66; number 27, C, carries -0.44; number 28, C, carries 0.86; number 29, C, carries -0.54; number 30, C, carries -0.72; number 31, C, carries -0.50; number 32, C, carries -0.74; number 33, C, carries -0.10; number 34, C, carries 0.69; number 35, P, carries 0.55; number 36, C, carries 0.82; number 37, C, carries -0.73; number 38, C, carries -0.55; number 39, C, carries -0.53; number 40, C, carries -0.79; number 41, C, carries -0.37; number 42, C, carries 0.12; number 43, C, carries -0.20; number 44, C, carries -0.64; number 45, C, carries -0.49; number 46, C, carries -0.69; number 47, C, carries -0.20; number 48, H, carries 0.25; number 49, H, carries 0.56; number 50, H, carries -0.44; number 51, H, carries 0.72; number 52, H, carries 0.53; number 53, H, carries 0.44; number 54, H, carries 0.39; number 55, H, carries 0.42; number 56, H, carries 0.28; number 57, H, carries 0.38; number 58, H, carries 0.41; number 59, H, carries 0.39; number 60, H, carries 0.43; number 61, H, carries 0.25; number 62, H, carries 1.06; number 63, H, carries -1.49; number 64, H, carries 0.37; number 65, H, carries 0.40; number 66, H, carries 0.38; number 67, H, carries 0.40; number 68, H, carries 0.28; number 69, H, carries 0.34; number 70, H, carries 0.46; number 71, H, carries 0.40; number 72, H, carries 0.41; number 73, H, carries 0.30; number 74, C, carries -1.58; number 75, C, carries 0.60; number 76, O, carries -0.15; number 77, P, carries 0.02; number 78, O, carries 0.41; number 79, Te, carries -0.31; number 80, O, carries -0.31; number 81, C, carries -0.25; number 82, C, carries -1.03; number 83, H, carries 0.41; number 84, H, carries 0.30; number 85, H, carries 0.33; number 86, H, carries -0.01; number 87, H, carries -0.06; number 88, H, carries 0.30; number 89, H, carries 0.25; number 90, H, carries 0.28; number 91, H, carries 0.39; number 92, H, carries 0.19



Among the records above, which one has the lowest DFT total energy? C41H42BrO3P3SnTe



Which of these has the highest HOMO energy? C41H42BrO3P3SnTe